(1)
A cluster of 25 separate species, C68H195N9O31 in total at a distorted geometry, computed with ωB97M-V with the def2-TZVPD basis set.

```
! wB97M-V def2-TZVPD RIJCOSX def2/J DEFGRID3
* xyz 0 1
C 8.881 1.575 2.928
C 8.977 1.651 1.372
O 7.704 1.742 0.802
H 8.565 0.566 3.257
H 8.316 2.374 3.194
H 9.825 1.659 3.389
H 9.482 0.682 1.038
H 9.552 2.501 0.986
H 7.140 1.044 1.188
C 4.747 3.680 3.329
C 3.302 3.776 2.940
O 2.648 4.956 3.499
H 4.921 3.510 4.405
H 5.236 4.623 3.057
H 5.207 2.896 2.764
H 2.680 2.904 3.179
H 3.211 3.910 1.864
H 2.458 4.677 4.394
C 7.632 3.991 -1.931
C 6.129 3.598 -1.682
O 5.775 3.624 -0.286
H 7.908 4.921 -1.435
H 7.819 4.206 -2.973
H 8.403 3.347 -1.559
H 5.971 2.591 -1.971
H 5.345 4.237 -2.130
H 6.511 3.182 0.220
C -0.743 4.272 -6.814
C -1.882 3.317 -7.097
O -1.528 2.054 -6.615
H -0.959 5.159 -7.490
H 0.177 3.836 -7.255
H -0.650 4.566 -5.795
H -2.165 3.249 -8.106
H -2.844 3.654 -6.579
H -2.144 1.302 -6.681
C 4.130 6.965 1.256
C 3.582 6.173 0.049
O 2.965 7.075 -0.900
H 4.677 7.796 0.799
H 4.853 6.324 1.741
H 3.334 7.251 1.919
H 2.832 5.454 0.325
H 4.422 5.762 -0.501
H 2.395 7.624 -0.392
C -1.914 -4.212 1.690
C -3.339 -3.707 1.750
O -4.175 -4.412 0.838
H -1.359 -4.115 0.733
H -1.966 -5.328 1.826
H -1.432 -3.656 2.438
H -3.491 -2.649 1.519
H -3.711 -3.782 2.750
H -4.738 -4.967 1.414
C 4.682 -0.185 5.651
C 5.327 0.016 4.278
O 4.500 0.123 3.155
H 3.896 -1.018 5.627
H 4.048 0.619 6.047
H 5.433 -0.371 6.449
H 6.030 -0.864 4.162
H 5.934 0.887 4.340
H 3.606 -0.235 3.392
C -1.019 1.569 -3.407
C -0.133 0.434 -4.022
O 0.420 0.892 -5.230
H -1.934 1.646 -4.094
H -0.477 2.485 -3.347
H -1.331 1.221 -2.392
H -0.701 -0.512 -4.123
H 0.711 0.242 -3.373
H -0.277 1.415 -5.718
C 3.029 -2.692 -4.106
C 2.483 -3.503 -5.303
O 2.664 -4.921 -5.089
H 2.871 -1.627 -4.310
H 4.123 -2.884 -3.955
H 2.531 -3.070 -3.156
H 3.054 -3.240 -6.205
H 1.403 -3.279 -5.383
H 2.478 -5.382 -5.897
C 2.429 3.036 -2.923
C 2.140 4.471 -3.263
O 1.475 5.063 -2.115
H 3.237 2.980 -2.197
H 2.642 2.483 -3.859
H 1.504 2.576 -2.527
H 1.553 4.582 -4.112
H 3.065 5.067 -3.439
H 1.765 5.961 -1.857
C -5.143 3.019 -1.643
C -5.013 1.530 -1.883
O -3.620 1.122 -1.626
O -4.947 3.333 -0.310
H -6.219 3.281 -1.923
H -4.442 3.566 -2.249
H -5.245 1.304 -2.943
H -5.649 1.038 -1.215
H -3.144 1.731 -0.966
H -5.562 2.757 0.171
C -4.533 -2.118 -1.547
C -3.717 -2.193 -2.811
O -3.340 -0.943 -3.440
O -3.881 -1.523 -0.455
H -4.806 -3.181 -1.368
H -5.475 -1.615 -1.654
H -4.273 -2.744 -3.556
H -2.760 -2.665 -2.539
H -3.306 -0.240 -2.751
H -3.985 -0.571 -0.602
C -0.861 -4.732 -4.382
C -0.159 -5.254 -3.111
O -1.053 -4.924 -2.012
O -0.783 -3.355 -4.330
H -1.814 -5.172 -4.370
H -0.424 -5.172 -5.240
H 0.806 -4.799 -2.855
H 0.084 -6.325 -3.147
H -1.861 -5.434 -2.252
H -1.349 -3.061 -3.618
C -1.847 -1.559 -6.782
C -1.634 -1.129 -8.241
O -2.895 -0.743 -8.884
O -2.580 -0.477 -6.168
H -0.885 -1.505 -6.369
H -2.318 -2.475 -6.620
H -1.254 -2.016 -8.811
H -1.009 -0.208 -8.310
H -3.569 -0.768 -8.202
H -3.065 -0.790 -5.383
C 2.937 0.613 -7.515
C 3.301 1.825 -6.573
O 4.092 2.759 -7.205
O 1.861 -0.206 -7.128
H 3.793 -0.059 -7.790
H 2.702 1.035 -8.501
H 3.874 1.451 -5.740
H 2.381 2.262 -6.137
H 3.643 3.069 -7.951
H 1.337 -0.074 -6.251
C -0.901 4.866 0.158
C -1.077 3.590 -0.576
O -1.753 2.615 0.205
O -2.231 5.333 0.555
H -0.377 5.585 -0.494
H -0.228 4.660 1.040
H -0.138 3.197 -0.956
H -1.777 3.729 -1.404
H -1.143 1.885 0.349
H -2.820 4.585 0.578
C 3.279 3.291 8.250
C 2.239 3.941 7.326
C 1.227 4.747 8.047
O 0.416 3.916 8.813
C -0.781 4.549 9.222
N 2.893 4.799 6.295
H 3.924 4.015 8.769
H 3.916 2.582 7.714
H 2.798 2.801 9.087
H 1.737 3.128 6.740
H 0.685 5.295 7.287
H 1.742 5.503 8.693
H -0.647 5.510 9.725
H -1.312 3.924 9.893
H -1.442 4.705 8.355
H 3.005 5.725 6.695
H 3.790 4.374 6.143
C 5.270 -6.973 -3.167
C 4.048 -6.982 -2.293
C 3.721 -5.595 -1.672
O 2.633 -5.746 -0.816
C 2.100 -4.537 -0.272
N 2.960 -7.503 -3.172
H 5.135 -6.208 -3.901
H 5.377 -7.945 -3.618
H 6.258 -6.877 -2.613
H 4.178 -7.662 -1.464
H 3.405 -4.894 -2.470
H 4.572 -5.179 -1.065
H 1.603 -3.940 -1.078
H 2.804 -3.982 0.260
H 1.384 -4.871 0.446
H 2.249 -7.719 -2.526
H 2.563 -6.670 -3.688
C -4.571 1.002 2.099
C -5.916 1.393 2.506
C -5.853 2.585 3.458
O -7.181 3.060 3.683
C -7.416 3.145 5.089
N -6.800 1.635 1.392
H -4.067 0.797 3.017
H -4.126 1.805 1.548
H -4.596 0.103 1.479
H -6.381 0.595 3.083
H -5.272 3.414 3.070
H -5.370 2.320 4.355
H -6.630 3.682 5.608
H -7.529 2.133 5.427
H -8.301 3.762 5.298
H -7.681 1.991 1.778
H -7.115 0.758 0.975
C -0.451 -1.540 -1.239
C 0.336 -0.929 -0.142
C 1.454 0.074 -0.584
O 2.231 0.416 0.528
C 3.113 1.531 0.238
N -0.506 -0.173 0.865
H -1.175 -0.828 -1.675
H -1.063 -2.405 -0.900
H 0.196 -1.806 -2.076
H 0.979 -1.649 0.345
H 0.956 0.964 -0.942
H 2.098 -0.367 -1.302
H 2.543 2.412 0.009
H 3.764 1.273 -0.566
H 3.646 1.767 1.174
H -0.132 -0.097 1.820
H -1.361 -0.754 0.879
C 6.828 -1.666 0.871
C 5.615 -1.067 0.053
C 6.139 -0.620 -1.343
O 5.067 -0.117 -2.057
C 5.459 0.112 -3.422
N 4.498 -2.049 -0.087
H 7.765 -1.165 0.648
H 6.978 -2.731 0.809
H 6.709 -1.437 1.906
H 5.294 -0.135 0.616
H 6.620 -1.544 -1.812
H 6.921 0.118 -1.267
H 4.568 0.637 -3.857
H 5.486 -0.894 -3.872
H 6.402 0.661 -3.440
H 4.214 -2.076 -1.049
H 3.726 -1.575 0.399
C 2.091 -3.220 3.263
C 1.131 -1.988 3.468
C 0.636 -2.028 4.924
O -0.456 -2.929 4.998
C -0.760 -3.177 6.403
N 1.838 -0.737 3.247
H 1.544 -4.159 3.150
H 2.772 -3.168 4.083
H 2.629 -3.076 2.299
H 0.306 -2.101 2.793
H 0.240 -1.064 5.288
H 1.470 -2.311 5.579
H -1.018 -2.282 6.958
H 0.131 -3.591 6.921
H -1.604 -3.814 6.464
H 1.336 0.133 3.514
H 2.094 -0.578 2.254
C -2.005 0.155 5.239
C -1.065 1.247 5.813
C -0.755 2.251 4.716
O 0.080 1.730 3.772
C 0.184 2.640 2.650
N -1.632 1.774 7.039
H -1.777 0.049 4.173
H -3.032 0.389 5.489
H -1.707 -0.781 5.695
H -0.059 0.772 6.049
H -0.293 3.113 5.213
H -1.763 2.531 4.289
H -0.831 2.993 2.419
H 0.588 2.191 1.743
H 0.778 3.534 2.851
H -1.155 2.472 7.578
H -2.631 1.988 6.952
C -10.306 -0.067 1.315
C -9.976 -1.183 2.400
C -8.511 -1.181 2.864
O -7.596 -1.493 1.873
C -6.362 -2.086 2.335
N -10.808 -1.130 3.559
H -11.331 -0.249 1.009
H -9.625 -0.142 0.458
H -10.298 0.922 1.766
H -10.157 -2.173 1.984
H -8.523 -1.939 3.662
H -8.258 -0.174 3.250
H -6.534 -2.729 3.159
H -5.705 -1.332 2.696
H -5.919 -2.626 1.531
H -11.779 -1.441 3.389
H -10.785 -0.215 4.091
C -5.377 -7.953 -2.061
C -4.764 -6.784 -2.804
C -5.630 -5.602 -2.958
O -6.449 -5.764 -4.092
C -7.194 -4.580 -4.373
N -3.564 -6.345 -1.935
H -6.094 -8.552 -2.575
H -5.951 -7.528 -1.256
H -4.585 -8.598 -1.631
H -4.382 -7.085 -3.775
H -5.016 -4.738 -3.052
H -6.179 -5.414 -2.067
H -8.186 -4.610 -3.849
H -7.342 -4.608 -5.461
H -6.741 -3.693 -3.986
H -3.890 -5.863 -1.045
H -3.111 -7.170 -1.675
*
```

The calculation puts the relative energy (zero: lowest compared OMol25 entry of this formula, charge and spin) at 0.0 kcal per mole. Its largest force on an atom is 0.0701 Eh/bohr. As for the orbital gap: 9.202 eV.

---

(2)
A cluster of 2 separate species, C2N2O3 in total at a distorted geometry, computed with ωB97M-V with the def2-TZVPD basis set.

```
! wB97M-V def2-TZVPD RIJCOSX def2/J DEFGRID3
* xyz 0 1
N 0.887 0.379 -1.289
C 1.153 0.807 -0.228
N 1.201 0.913 1.100
O 1.649 1.867 1.677
O -1.736 -2.038 -1.314
C -1.610 -1.309 -0.434
O -1.542 -0.619 0.489
*
```

The calculation puts the relative energy (zero: lowest compared OMol25 entry of this formula, charge and spin) at 0.0 kcal per mole. As for the SMILES: N#CN=O.O=C=O. Its largest force on an atom is 0.0844 Eh/bohr. As for the orbital gap: 8.435 eV.

---

What are the molar mass values for these records? In order: 1635.3, 100.0 g/mol.